No. 1
# C37H60Br2F3N12O26P

A 12-piece molecular cluster, C37H60Br2F3N12O26P overall at a distorted geometry (the ωB97M-V functional and the def2-TZVPD basis, OMol25).

Calculated values
Orbital gap ... 6.7 eV
Lowest unoccupied orbital energy ... -0.0454 Eh
SMILES string ... C/C(Br)=C(/Br)C1=CC(=O)c2c(CCCCn3cccc3)c(P(C)O)cc(CCOCC(F)(F)F)c2C1=O.C[N+](=O)[O-].C[N+](=O)[O-].C[N+](=O)[O-].C[N+](=O)[O-].C[N+](=O)[O-].C[N+](=O)[O-].C[N+](=O)[O-].C[N+](=O)[O-].C[N+](=O)[O-].C[N+](=O)[O-].C[N+](=O)[O-]
Maximum force ... 5.5 eV/Å
Multiplicity ... 1
HOMO energy ... -7.907 eV

Each line ends with the Mulliken charge.
Cartesian coordinates (Å):
C (-0.71862, -2.27688, 3.59271)  -0.718
C (-1.34135, -1.87195, 5.03204)  0.354
Br (-0.98064, -2.87559, 6.70876)  -0.196
C (-2.20088, -0.74588, 5.13745)  -0.576
Br (-3.01174, -0.15930, 6.87728)  -0.142
C (-2.61740, 0.12672, 3.86830)  -0.050
C (-1.65285, 1.03912, 3.32165)  -0.013
C (-2.21542, 1.90884, 2.06717)  -0.029
O (-2.08189, 3.14384, 2.19337)  -0.560
C (-3.00007, 1.06456, 0.99927)  0.632
C (-2.72939, 1.23621, -0.50200)  0.419
C (-1.69645, 2.12367, -1.26441)  0.057
C (-0.95978, 3.34845, -0.60278)  -0.453
C (0.39732, 3.00703, 0.21068)  -0.413
C (1.49963, 2.23518, -0.65818)  -0.349
N (2.60392, 1.82412, 0.29479)  0.390
C (3.00118, 2.40673, 1.55947)  -0.083
C (4.19504, 1.57485, 2.09178)  -0.889
C (4.44644, 0.42042, 1.05202)  -0.680
C (3.37626, 0.63906, -0.06990)  -0.195
C (-3.63664, 0.32429, -1.44250)  -0.175
P (-3.54120, 0.35116, -3.34121)  -0.093
C (-4.07794, -1.39550, -3.94044)  -0.342
O (-1.93225, 0.49735, -3.91219)  -0.404
C (-4.69771, -0.66912, -0.85521)  -0.553
C (-4.91569, -0.85368, 0.68526)  -0.054
C (-5.97260, -1.91564, 1.22868)  -0.575
C (-7.50248, -1.56520, 0.90753)  -0.521
O (-7.94928, -0.42043, 1.70943)  -0.422
C (-8.15469, 0.71643, 0.82411)  -0.260
C (-9.59448, 0.62768, 0.11604)  0.843
F (-10.53043, -0.12390, 0.90425)  -0.243
F (-10.15633, 1.93800, -0.01999)  -0.270
F (-9.48968, 0.08694, -1.20016)  -0.254
C (-4.04537, 0.03406, 1.60202)  0.339
C (-4.09563, -0.05340, 3.21970)  0.135
O (-5.13074, -0.27420, 3.88134)  -0.556
H (-0.38325, -3.37834, 3.68087)  0.343
H (0.19024, -1.57833, 3.44317)  0.226
H (-1.48883, -2.15114, 2.75565)  0.163
H (-0.59852, 1.16613, 3.73545)  0.518
H (-2.22521, 2.53286, -2.21429)  0.369
H (-0.88494, 1.41895, -1.70171)  0.035
H (-1.64816, 4.08470, -0.03438)  0.297
H (-0.57300, 4.00144, -1.48456)  0.005
H (0.85285, 4.01890, 0.54431)  0.278
H (0.23673, 2.40617, 1.16368)  0.118
H (1.89457, 2.89563, -1.50269)  0.020
H (1.14206, 1.25343, -1.12461)  0.326
H (2.48716, 3.32190, 2.00716)  0.365
H (4.74565, 1.75745, 3.07615)  0.405
H (5.24726, -0.40373, 1.12045)  0.320
H (3.27021, -0.03286, -0.98570)  0.399
H (-5.05970, -1.37427, -4.51848)  0.321
H (-3.26155, -1.77142, -4.67108)  0.308
H (-4.09579, -2.16072, -3.07618)  -0.183
H (-1.36330, -0.18831, -3.49328)  0.285
H (-5.35271, -1.31499, -1.54986)  0.353
H (-5.86820, -2.13667, 2.34519)  0.390
H (-5.74116, -2.91554, 0.68808)  0.231
H (-7.72147, -1.42271, -0.21815)  0.260
H (-8.13034, -2.46756, 1.27230)  0.355
H (-7.29630, 0.68700, 0.06524)  0.161
H (-8.12464, 1.67121, 1.45943)  0.281
C (5.69617, -0.13112, -3.34015)  -0.882
N (4.69559, -1.21069, -3.13436)  0.954
O (3.57103, -0.87794, -2.79299)  -0.581
O (5.06951, -2.35773, -3.32153)  -0.577
H (5.22603, 0.82600, -3.13890)  0.321
H (6.51807, -0.31024, -2.64634)  0.352
H (6.02961, -0.18662, -4.37308)  0.343
C (2.51234, -3.66962, -4.84001)  -0.227
N (1.06643, -3.94195, -4.62334)  0.883
O (0.46009, -3.19393, -3.87228)  -0.484
O (0.59006, -4.89772, -5.21506)  -0.575
H (2.79696, -2.79720, -4.25542)  -0.154
H (3.06512, -4.54939, -4.51322)  0.290
H (2.65565, -3.48470, -5.90414)  0.295
C (-3.53121, -3.95467, 10.00556)  -0.622
N (-2.29273, -3.92205, 10.82701)  0.843
O (-2.42408, -3.87243, 12.04072)  -0.506
O (-1.23330, -3.94716, 10.22554)  -0.507
H (-4.39346, -3.92698, 10.66942)  0.322
H (-3.51684, -3.08076, 9.35456)  0.208
H (-3.51810, -4.87834, 9.42816)  0.258
C (4.52979, 2.44085, -6.84578)  -0.850
N (4.87185, 1.75681, -5.57174)  0.767
O (5.99312, 1.95020, -5.11441)  -0.417
O (4.00228, 1.04958, -5.07394)  -0.412
H (5.38680, 3.02912, -7.16913)  0.315
H (4.29140, 1.67053, -7.57847)  0.318
H (3.67126, 3.08329, -6.65299)  0.268
C (8.59451, 4.07594, -3.87616)  -0.604
N (7.90825, 4.95022, -4.86302)  0.962
O (8.61107, 5.60967, -5.61491)  -0.560
O (6.68900, 4.94428, -4.84934)  -0.548
H (9.66970, 4.18130, -4.00224)  0.248
H (8.28902, 4.39924, -2.88156)  0.298
H (8.28206, 3.05089, -4.07214)  0.210
C (-2.96758, -5.90285, -1.65538)  -0.864
N (-3.95093, -4.80040, -1.81612)  0.792
O (-3.70899, -3.74490, -1.25266)  -0.401
O (-4.93254, -5.03238, -2.50274)  -0.488
H (-2.15178, -5.55589, -1.02384)  0.336
H (-3.48664, -6.74043, -1.19037)  0.310
H (-2.60270, -6.16486, -2.64798)  0.321
C (-8.21661, -5.98625, -2.64382)  -0.584
N (-8.15332, -7.08608, -1.64624)  0.884
O (-8.87580, -8.05186, -1.82938)  -0.529
O (-7.37906, -6.94017, -0.71344)  -0.527
H (-8.94154, -6.24960, -3.41198)  0.318
H (-8.52326, -5.08284, -2.11790)  0.235
H (-7.22180, -5.87542, -3.07374)  0.207
C (-2.62810, -2.55227, 14.84073)  -0.676
N (-3.48550, -1.65140, 15.65492)  0.864
O (-4.63849, -2.00087, 15.85200)  -0.518
O (-2.97061, -0.62476, 16.06757)  -0.523
H (-3.21308, -3.42016, 14.54338)  0.313
H (-2.29912, -1.99188, 13.96690)  0.265
H (-1.78337, -2.85055, 15.46058)  0.280
C (7.50497, 3.30172, 1.14563)  -0.734
N (7.85296, 2.10209, 0.34016)  0.877
O (8.36136, 1.16108, 0.92612)  -0.531
O (7.60262, 2.14840, -0.85461)  -0.452
H (7.78128, 3.12139, 2.18289)  0.298
H (8.06358, 4.14417, 0.73896)  0.282
H (6.43003, 3.45793, 1.05464)  0.258
C (12.03673, 3.84954, -6.63886)  -0.672
N (12.29504, 2.92978, -5.49992)  0.857
O (13.42898, 2.50188, -5.37066)  -0.520
O (11.34649, 2.67053, -4.77510)  -0.517
H (12.96268, 3.98943, -7.19371)  0.314
H (11.27602, 3.38832, -7.26755)  0.261
H (11.68781, 4.79529, -6.22516)  0.267
C (0.26474, 6.63647, -4.16430)  -0.781
N (1.13749, 5.68042, -3.43419)  0.875
O (1.86170, 4.95937, -4.10135)  -0.514
O (1.06437, 5.68758, -2.21578)  -0.484
H (0.43386, 6.51998, -5.23322)  0.300
H (-0.76758, 6.39981, -3.90883)  0.288
H (0.53282, 7.64075, -3.83827)  0.314

---

No. 2
# CH7BO3P

An isolated ion of composition CH7BO3P and charge -1 (the ωB97M-V functional and the def2-TZVPD basis, OMol25).

Calculated values
Orbital gap ... 8.3 eV
Lowest unoccupied orbital energy ... 0.1407 Eh
Relative energy (zero: lowest compared OMol25 entry of this formula, charge and spin) ... 482.2 kJ/mol
Maximum force ... 0.3 eV/Å
Multiplicity ... 1
Net charge ... -1
HOMO energy ... -4.462 eV

Each line ends with the natural charge from an NBO analysis.
Cartesian coordinates (Å):
O (-0.96816, 0.19846, 2.92560)  -1.161
P (-0.76531, 0.25528, 1.43105)  1.337
B (0.98423, -0.04689, 0.64998)  -0.558
C (0.90089, -0.47534, -0.91749)  -0.276
O (0.17052, 0.42824, -1.79688)  -0.320
O (-1.18484, -0.07473, -1.87507)  -0.487
H (-1.26424, 1.49314, 0.91509)  -0.161
H (-1.70501, -0.59053, 0.77288)  -0.143
H (1.47184, -0.95998, 1.29555)  -0.009
H (1.62716, 0.98382, 0.77440)  -0.024
H (0.49652, -1.48270, -1.07815)  0.171
H (1.90477, -0.47568, -1.36222)  0.175
H (-1.66837, 0.74693, -1.73473)  0.454